{"formula": "C21H47OP3SeTi", "method": "wB97M-V/def2-TZVPD", "symbols": ["Ti", "P", "P", "P", "H", "C", "C", "H", "C", "C", "C", "C", "C", "C", "C", "C", "C", "H", "H", "H", "H", "H", "H", "H", "H", "H", "H", "H", "H", "H", "H", "H", "H", "H", "H", "H", "H", "H", "H", "H", "H", "H", "H", "H", "H", "H", "C", "C", "C", "C", "C", "C", "Se", "H", "H", "H", "H", "H", "H", "C", "C", "O", "C", "C", "H", "H", "H", "H", "H", "H", "H", "H", "H", "H"], "coordinates": [[0.193284, -1.010137, 0.068550], [1.734958, -2.674183, -0.889217], [1.930861, -0.302437, 1.714748], [-1.173079, -0.969586, -1.964892], [-0.945524, 7.857116, 0.520545], [-1.979985, 7.647240, 0.234613], [-2.896946, 7.268035, 1.131261], [-2.687460, 7.257671, 2.202944], [3.053744, -2.079479, -2.009433], [2.732943, -3.639341, 0.310299], [0.997235, -4.000349, -1.914219], [1.481608, 1.317622, 2.428341], [2.223040, -1.327236, 3.200281], [3.622337, 0.027583, 1.083263], [-2.284405, 0.478377, -1.988371], [-2.333677, -2.371900, -2.121850], [-0.375631, -0.856065, -3.603506], [-2.258313, 7.822280, -0.813017], [-3.922296, 7.053741, 0.818472], [3.670142, -2.950123, -2.269317], [3.668458, -1.321490, -1.511279], [2.606663, -1.653596, -2.915145], [3.233367, -4.433653, -0.258096], [2.094716, -4.086498, 1.081675], [3.487745, -3.003121, 0.786290], [1.789790, -4.731960, -2.112216], [0.629221, -3.599704, -2.865885], [0.174019, -4.488655, -1.379710], [2.129261, 1.513268, 3.291067], [0.438453, 1.297298, 2.764512], [1.600826, 2.113071, 1.683646], [3.171346, -1.024774, 3.664402], [2.270412, -2.389988, 2.931374], [1.401067, -1.173542, 3.911430], [4.259440, 0.288194, 1.936279], [3.587874, 0.864622, 0.373819], [4.038849, -0.851405, 0.578768], [-2.982556, 0.372397, -2.827847], [-1.705080, 1.403118, -2.097662], [-2.855455, 0.527031, -1.053816], [-2.980086, -2.196385, -2.993324], [-2.957603, -2.449764, -1.220193], [-1.786926, -3.313319, -2.255807], [-1.150525, -0.935085, -4.378104], [0.360820, -1.656251, -3.751981], [0.137370, 0.110779, -3.690046], [0.568087, 3.044715, -1.181489], [-0.367148, 3.430782, -0.208771], [-0.843849, 4.749513, -0.201353], [-0.407708, 5.664058, -1.159093], [0.484771, 5.264487, -2.161347], [0.961329, 3.953703, -2.177927], [1.409091, 1.285276, -1.302932], [0.288719, 0.933425, -0.264929], [-0.733430, 2.724665, 0.545583], [-1.563919, 5.084346, 0.556206], [-0.738676, 6.697082, -1.145610], [0.790648, 5.990979, -2.909565], [1.649597, 3.632664, -2.966031], [-3.375085, -2.213884, 1.778742], [-2.069921, -1.448173, 1.833912], [-0.986812, -2.181828, 1.185093], [-0.968507, -3.625447, 1.487331], [-0.622365, -3.863465, 2.942347], [-3.630150, -2.543770, 0.769649], [-4.165609, -1.533232, 2.123809], [-3.368293, -3.073956, 2.455283], [-2.146711, -0.478443, 1.316873], [-1.771340, -1.268057, 2.868030], [-1.959116, -4.024638, 1.254331], [-0.254352, -4.089579, 0.788118], [-1.427774, -3.521546, 3.609581], [-0.513954, -4.943972, 3.102846], [0.318177, -3.375120, 3.229666]], "forces_ev_per_angstrom": [[-0.676, -1.070, 0.937], [1.250, -1.250, -0.713], [1.356, 0.876, 0.831], [-0.992, 0.302, -1.634], [-0.399, 0.172, 0.010], [-0.748, 0.367, 0.566], [0.184, 0.416, -0.413], [0.041, -0.247, -0.330], [-0.238, 0.416, 0.059], [-0.303, 0.156, 0.158], [-0.251, 0.142, 0.190], [-0.185, -0.050, -0.038], [-0.248, -0.316, -0.136], [-0.101, -0.092, -0.167], [0.058, 0.013, 0.237], [0.068, -0.153, 0.207], [0.231, -0.064, -0.014], [0.082, -0.143, 0.471], [0.298, 0.155, 0.164], [-0.117, 0.232, 0.020], [-0.060, -0.175, -0.227], [0.210, -0.069, 0.136], [-0.068, 0.148, 0.214], [0.227, -0.012, -0.117], [-0.153, -0.183, -0.077], [-0.219, 0.095, -0.016], [0.070, -0.153, 0.229], [0.173, -0.035, -0.221], [-0.124, 0.045, -0.161], [0.158, 0.105, 0.067], [0.007, -0.126, 0.189], [-0.280, -0.053, -0.091], [0.108, 0.260, 0.187], [0.217, -0.075, -0.112], [-0.094, -0.025, -0.175], [0.118, -0.274, 0.308], [0.009, 0.211, 0.196], [0.130, 0.086, 0.165], [-0.146, -0.145, -0.013], [-0.024, 0.062, -0.189], [0.165, -0.086, 0.232], [0.151, 0.022, -0.342], [-0.198, 0.190, -0.016], [0.190, 0.026, 0.178], [-0.237, 0.208, -0.040], [-0.213, -0.296, -0.036], [-0.370, 1.381, -0.711], [0.202, -0.236, 0.025], [0.066, -0.165, -0.054], [0.572, -0.457, -0.425], [-0.316, -0.215, 0.543], [0.286, -0.376, -0.082], [-1.339, 0.331, 1.046], [0.788, 0.366, -0.581], [0.176, 0.244, -0.186], [0.344, -0.264, -0.339], [0.094, -0.551, -0.066], [0.068, -0.289, 0.043], [-0.188, 0.201, 0.237], [-0.352, 0.422, 0.188], [-0.571, -0.004, 0.494], [0.632, 0.204, -0.739], [0.224, -0.734, 0.198], [-0.018, -0.037, 0.089], [-0.004, 0.072, 0.117], [0.139, -0.216, -0.086], [-0.082, 0.222, -0.126], [0.063, -0.095, -0.059], [0.027, 0.071, -0.074], [0.271, 0.148, -0.132], [-0.164, 0.399, 0.303], [0.308, -0.097, -0.178], [-0.013, 0.229, -0.037], [-0.272, -0.169, -0.083]], "mulliken_charge": [-1.0413, 1.0076, 1.1057, 1.1093, 0.4094, -0.6751, -0.5042, 0.2957, -1.1729, -1.1820, -1.1919, -1.1654, -1.3373, -1.0772, -1.1731, -0.9981, -0.9927, 0.2804, 0.2751, 0.5233, 0.3050, 0.3272, 0.5650, 0.3408, 0.3779, 0.5684, 0.3948, 0.3497, 0.4948, 0.3902, 0.3435, 0.5398, 0.2780, 0.4507, 0.5432, 0.2037, 0.3025, 0.4869, 0.3588, 0.3690, 0.5363, 0.1507, 0.2966, 0.5111, 0.2937, 0.2552, 0.7830, 0.1233, -0.4260, -0.0813, -1.1956, -0.6536, 0.0882, -0.0494, 0.3428, 0.2632, 0.2722, 0.4171, 0.3630, -1.3899, -0.1732, -0.2440, -0.2060, -1.2156, 0.3125, 0.4526, 0.3984, 0.2774, 0.4158, 0.4353, 0.1591, 0.3509, 0.4857, 0.1654], "orbital_gap_ev": [4.27, 4.53], "energy_ev": -140887.9521, "largest_force_ha_per_bohr": 0.038, "multiplicity": 2, "e_above_lowest_kj_mol": 0.5, "homo_ha": [-0.5712, -0.5712], "total_charge": 3}